[1]
A 18-piece molecular cluster, C12H60O24 overall at a distorted geometry, computed with ωB97M-V/def2-TZVPD.

XYZ file:
```
96
Properties=species:S:1:pos:R:3:mulliken_charge:R:1
H -2.2499 3.2016 -4.2384 0.26
H -2.6426 2.6890 -0.9230 0.16
O -4.2351 -0.1282 1.1479 -0.61
C -2.3981 4.0153 -2.5771 -0.71
H -1.9208 5.5095 -0.4502 0.36
H 0.9840 2.3795 4.2704 0.28
H -1.1301 1.1901 -3.6261 0.32
H -2.9619 -4.2559 1.6715 0.24
O -2.3490 -3.6360 1.2676 -0.56
H 2.8391 -2.6488 3.7814 0.25
H 1.5838 -5.5749 3.9124 0.59
H -3.3257 -1.5139 -1.2610 0.23
H -5.0987 2.4358 0.3917 0.20
H 1.3726 0.9011 -5.7536 0.48
C 0.6760 -5.1403 3.5989 -0.28
H 2.3828 -4.4990 0.3200 0.28
C 0.4567 1.0499 -5.2853 -1.04
H 0.6564 -2.2155 1.0253 -0.18
O 1.4596 -2.8383 -2.3933 -0.68
O 3.1114 -0.9687 -1.8099 -0.56
O -0.8834 -3.4922 -0.9670 -0.53
O 0.8470 3.2703 -2.2641 -0.18
O -0.9865 0.2475 -3.6393 -0.58
C -0.1325 -0.4155 1.2933 1.06
O 2.2034 2.2362 1.7384 -0.72
H 0.1691 1.8477 -0.9981 -0.88
H 3.6237 -0.5116 -2.4486 0.18
H 4.5690 2.6888 -1.6154 0.38
H -0.6909 -4.9602 5.1929 0.30
H -2.7891 1.2686 0.8823 -0.77
H 0.1390 -7.3154 4.2781 0.33
O -0.2122 -1.8521 1.1801 0.33
C -4.7180 2.2062 1.4440 -0.47
H 2.6686 1.3775 -1.6608 -0.44
O -2.8519 -1.7362 -0.4786 -0.53
H -3.3159 4.5944 -2.6304 0.37
O -2.5803 4.7690 -0.3394 -0.63
C 2.2395 3.4474 -2.0250 -0.82
O 0.4457 1.4246 -0.2224 1.68
H -0.4736 2.3365 1.3307 0.13
O 2.8037 -2.8314 2.8614 -0.65
H 0.0917 1.3163 5.0215 0.24
O -0.5051 -6.8735 4.7951 -0.56
H -0.9482 0.0215 1.8007 0.17
H 1.0347 0.2465 -3.2467 -0.60
O 4.1849 2.5265 -2.5180 -0.63
O -2.2927 2.8349 -3.3962 -0.50
H -1.5899 4.6369 -2.9631 0.30
H -5.6517 2.0948 2.0035 0.37
H -3.7191 3.8855 1.2914 0.31
H 3.5002 -0.3535 -0.0834 0.44
H 3.6057 -1.7853 -1.7823 0.36
C -3.6268 1.0961 1.5095 0.89
O 3.7100 -0.0725 0.8170 -0.74
H 0.7304 3.2964 -3.1841 0.27
H -1.2259 3.3847 -0.9146 -0.05
H -4.7632 -0.3781 1.8974 0.30
H 0.2827 3.0953 -5.5258 0.24
H 1.0569 -4.2100 4.0898 0.02
H 1.7563 2.2802 0.9059 0.04
H -1.5437 -5.4212 3.7796 0.20
O -4.0543 3.3340 1.9826 -0.56
C -2.2159 3.6248 -1.1687 0.42
H 3.1392 2.3441 1.5077 0.32
C 2.8955 2.1693 -2.4043 0.79
H 0.6728 0.0743 1.9153 -1.18
C -0.6297 -5.5472 4.2919 -0.29
O 0.4198 1.6306 4.1782 -0.56
H 2.9786 0.3745 1.2999 0.20
O -0.9393 2.6124 2.0973 -0.59
H -0.7599 -3.0037 -1.7975 0.24
H 2.6922 -1.9799 2.4508 0.48
H 2.2853 3.5970 -0.9559 0.30
O 2.4758 -0.3282 3.5861 -0.75
H -0.3244 0.9026 -6.0409 0.40
C 0.0430 0.1411 -0.2145 0.75
H 1.5889 -2.7879 -3.3317 0.25
H 1.7944 -1.9695 -2.1876 0.23
H 1.9654 0.3759 3.2117 0.07
H 0.5670 -0.8348 -4.6261 0.30
O 0.3985 -4.8697 2.2185 -0.46
H -0.8055 -0.0319 -0.8723 0.81
H -0.4557 2.2579 2.8886 0.47
H -3.1475 -1.2644 0.2789 0.28
H 1.1594 -4.3678 1.9069 0.16
C 0.3909 0.1234 -4.1101 0.96
H 0.8088 -0.4589 -0.6998 -1.33
H 1.7921 -0.7382 4.0947 0.38
H -3.2650 0.8960 2.5115 0.37
H 2.6286 4.4013 -2.5010 0.26
H 2.5282 1.7837 -3.3180 0.08
O 0.4475 2.4088 -4.7802 -0.51
H -1.6863 -3.3958 1.9354 0.15
O 1.8971 -3.6697 0.2445 -0.60
H -0.3853 -4.3459 -1.1004 0.24
H 1.7279 -3.6322 -0.7700 0.22
```

ΔE to the lowest compared entry with this formula, charge and spin	413.80	kJ/mol
total energy	-62550.30585	eV
charge	0
gap between HOMO and LUMO	8.5	eV
max |F|	4.81	eV/A
E_LUMO	-0.33	eV

[2]
A 23-piece molecular cluster, C12H61BCl3N3O23 overall at a distorted geometry, computed with ωB97M-V/def2-TZVPD.

XYZ file:
```
103
Properties=species:S:1:pos:R:3:mulliken_charge:R:1
H 0.2396 5.6742 2.8701 0.35
H -3.7905 3.2127 3.1257 0.34
O 4.7627 -5.9908 4.4082 -0.61
H 3.1005 2.6998 0.0153 0.06
H 0.0395 3.2669 -0.2724 0.06
H 3.5388 0.2146 -0.6354 0.25
H 2.6637 -6.2681 2.2090 0.29
H -2.2985 8.5196 -2.7236 0.31
H -4.0047 -6.6870 -4.7592 0.32
H 3.9805 -5.0824 -0.8918 0.28
O -2.8886 -1.4756 -2.2355 -0.75
B 0.0475 -0.8970 0.7076 0.49
H 7.5125 -8.1302 3.6703 0.31
H 1.8574 -2.1028 0.9389 0.11
O 6.5409 0.7862 1.6967 -0.60
C 0.6784 1.6487 0.7603 -0.59
H 4.2356 -0.0235 1.0539 0.40
H -1.0817 5.9485 -2.2766 0.30
O -0.6296 -0.1668 -3.9957 -0.63
H -3.4063 -3.5926 -1.6746 0.42
H -0.1102 4.9478 1.5762 0.20
O 2.5685 -5.4083 2.6331 -0.63
H -2.2173 5.0024 3.0431 0.35
H 7.9631 -6.7153 4.0009 0.29
H -4.4092 2.1758 -4.3467 0.30
O -3.4533 5.1146 -0.1932 -0.62
H 5.0521 1.0661 -0.0811 0.42
H 6.6307 0.5908 2.6360 0.29
Cl 2.0023 2.5879 3.0699 -0.16
H 2.2849 3.4051 -3.7018 0.32
H 0.9608 -3.9130 2.2828 -0.13
C -2.9349 0.1352 0.8018 0.21
H -4.7082 -4.3299 -1.9616 0.30
H 4.8054 4.8700 0.6239 0.29
H -0.2249 -3.6569 0.9739 0.24
H 5.3426 -6.6619 4.0147 0.36
H -1.9503 -6.0585 0.8904 0.29
H -4.5580 1.3920 0.0484 0.31
O -2.8414 7.8855 -3.2032 -0.62
O -2.2062 4.5005 -5.8875 -0.67
Cl -2.9522 -1.0697 2.0835 -0.15
C -0.5537 0.7018 2.6747 -0.85
H 1.3529 -1.4167 2.5190 0.37
H 0.9772 3.6814 0.9422 0.89
O -0.8566 -5.4297 3.5640 -0.58
H -2.4222 7.0300 -3.0389 0.43
O -3.8173 2.9884 2.1876 -0.56
C 1.9947 1.5182 1.5752 0.84
H 2.9914 -5.5267 3.4988 0.32
O -3.5405 2.0332 -4.7364 -0.57
Cl -2.0566 1.8923 -0.9526 -0.07
H -0.8267 -5.2082 4.5005 0.29
H -0.0933 -0.0430 -3.2021 0.35
H 3.9295 5.0556 1.8525 0.30
O -0.4117 -1.3969 -0.5055 -0.52
O -3.8807 -3.2107 -5.7570 -0.64
H -2.1798 4.7284 -4.9500 0.32
H -0.5419 -2.9860 2.6536 0.36
N 1.3920 0.9178 -1.7622 -1.08
C 1.0696 1.2573 -0.7090 -0.52
H -2.2948 -1.1871 -1.5281 0.34
H -3.2229 2.9234 -4.9409 0.32
H -3.7981 5.2227 -1.0862 0.28
N 0.2122 3.0383 0.7071 0.26
C 3.2880 1.9220 0.7725 -0.29
H 3.9876 2.3775 1.4951 0.79
O 3.8920 4.8025 0.9233 -0.60
H -0.7093 0.7202 -4.3612 0.28
O -4.5200 -6.0093 -4.3100 -0.63
C -4.2946 0.3205 0.0946 -1.41
C 4.0642 0.6757 0.2182 -1.54
H 1.8101 3.0782 -2.2964 0.28
H -1.2294 4.4705 -2.5936 0.23
N -0.6358 0.5818 3.8132 -0.64
H 2.1963 0.5082 1.9671 -0.45
O 2.3873 3.6773 -2.7839 -0.66
H -2.8935 3.0198 1.9184 0.14
H -5.0949 -0.1992 0.6516 0.43
H -0.0567 -2.2878 -0.6402 0.13
H -3.0534 4.2369 -0.1969 0.33
H -3.9458 -5.7147 -3.5907 0.33
H -4.4148 -3.8079 -5.2177 0.32
H -4.2630 -0.1141 -0.9253 0.23
C 0.9733 -1.8544 1.5781 -0.23
C 0.2136 -3.1984 1.8798 -0.76
O -2.3134 -5.1686 0.9297 -0.56
O -0.2071 5.7968 2.0255 -0.69
H -2.3677 -2.1241 -2.7241 0.17
H 5.3010 -5.5941 5.0986 0.26
O 7.1771 -7.2688 3.9417 -0.63
H -1.2833 4.5295 -6.1603 0.31
H -1.2076 4.0163 3.6068 0.28
C -0.4554 0.5969 1.1576 2.45
H -4.2046 -2.3314 -5.5329 0.32
H 7.1533 0.1760 1.2710 0.31
C -1.8161 0.8065 0.4511 0.57
O 3.3828 -4.4637 -0.4600 -0.59
O -3.8395 -4.4515 -1.5626 -0.71
H 3.4527 -4.6810 0.4789 0.32
O -1.6409 5.3265 -2.7595 -0.62
H -2.6619 -4.9903 0.0470 0.28
O -1.9150 4.6135 3.8731 -0.67
H 0.0676 -5.4099 3.2874 0.34
```

total energy	-103240.62006	eV
charge	0
gap between HOMO and LUMO	9.2	eV
max |F|	2.09	eV/A
E_LUMO	-0.29	eV

[3]
An isolated ion of composition C12H6F2N3O2S and charge -1 at a distorted geometry, computed with ωB97M-V/def2-TZVPD.

XYZ file:
```
26
Properties=species:S:1:pos:R:3:mulliken_charge:R:1
N -4.9852 -0.2202 -0.4094 -0.56
H -2.8032 -1.6400 0.9114 0.47
C -3.8970 0.2016 -0.3739 0.00
H -0.2328 1.8560 -0.0289 0.36
C -0.3728 0.7731 0.1380 -1.03
C 0.2076 -0.1382 -0.6865 0.35
H -2.0951 0.6606 -1.3369 0.23
H -1.8519 0.7395 1.7095 0.37
C 4.0006 0.6741 0.5183 0.53
N 2.4364 -0.5679 -0.6001 -0.42
H -0.7954 -3.1758 0.4855 0.43
C -1.6401 0.2541 0.7446 0.60
C 0.3425 -1.4550 -0.2062 0.74
C -2.5595 0.8216 -0.3382 0.59
C 1.5132 0.1746 -1.3516 0.25
O 1.7441 0.9087 -2.2822 -0.63
F 4.7365 1.5368 1.2798 -0.27
C 1.7745 -1.8130 -0.2772 0.04
N -3.2002 3.3194 0.1512 -0.56
C -2.8578 2.2361 -0.1037 0.09
C -0.7771 -2.0896 0.3547 -0.73
S 2.2258 0.6301 1.0165 -0.15
H 3.9493 0.9955 -0.5303 0.09
F 4.5868 -0.5678 0.5839 -0.22
O 2.3480 -2.8605 -0.0901 -0.70
C -1.7970 -1.2538 0.7218 -0.86
```

ΔE to the lowest compared entry with this formula, charge and spin	239.12	kJ/mol
total energy	-37373.41183	eV
SMILES	N#CC(C#N)[C@H]1C=CC2=C([O-])N(SC(F)F)C(=O)C2=C1
charge	-1
gap between HOMO and LUMO	5.7	eV
max |F|	3.23	eV/A
E_LUMO	2.06	eV

[4]
An isolated ion of composition C12H7ClN3O2S and charge -1 at a distorted geometry, computed with ωB97M-V/def2-TZVPD.

XYZ file:
```
26
Properties=species:S:1:pos:R:3:mulliken_charge:R:1
N 0.5688 -4.7930 -0.5328 -0.55
H -1.6989 -2.4211 -1.1225 0.22
C 1.6479 1.3442 -1.1523 -0.37
C 0.4913 1.1797 -0.4001 0.10
H 1.8778 0.6754 -1.9764 0.44
H 3.3706 2.6010 -1.4583 0.41
H 0.5168 -1.7209 0.0530 0.49
C 0.1972 1.9659 0.7045 -0.38
S -0.7709 -0.0849 -0.9228 1.14
N -4.5740 -2.0069 1.1471 -0.74
C -2.5196 -3.4352 0.5539 -0.92
C 3.0676 4.3526 0.5435 -0.01
N 3.7763 5.2634 0.7797 -0.53
C -0.3259 -4.0711 -0.5020 -0.02
C 2.4942 2.4071 -0.8447 -0.60
H -0.6852 1.7592 1.3092 0.42
Cl -0.9289 -1.3084 1.9572 -0.11
C 2.1960 3.2487 0.2314 0.56
H -2.6467 -4.5011 0.7760 0.26
O -0.3956 -0.3625 -2.2974 -0.65
C -1.3045 -2.9639 -0.1993 1.04
C -0.5415 -1.8083 0.3700 -0.54
C -3.5815 -2.5730 0.8518 0.20
O -2.0742 0.5081 -0.6904 -0.60
H 0.7957 3.7119 1.8185 0.40
C 1.0472 3.0330 1.0033 -0.71
```

ΔE to the lowest compared entry with this formula, charge and spin	0.00	kJ/mol
total energy	-44478.13820	eV
SMILES	N#Cc1ccc(S(=O)(=O)[C@@H](Cl)[C@@H](C#N)C=C=[N-])cc1
charge	-1
gap between HOMO and LUMO	4.7	eV
max |F|	3.65	eV/A
E_LUMO	1.66	eV

[5]
An isolated ion of composition C12H7F4N2O5 and charge -1 at a distorted geometry, computed with ωB97M-V/def2-TZVPD.

XYZ file:
```
30
Properties=species:S:1:pos:R:3:mulliken_charge:R:1
C -1.2425 -0.7323 1.7694 1.44
O 0.0734 -2.7087 1.6769 -0.65
H -1.3523 -5.1224 -0.6937 0.33
H -2.3448 -0.5393 0.2776 0.33
H 1.6255 -1.1000 -3.1545 0.38
H -0.4812 -4.8806 -2.2411 0.37
C -0.4361 -0.4357 -0.6381 -0.01
H 0.7150 0.4359 -2.9401 0.32
C 1.2577 -0.7248 2.2450 -0.08
O -0.1976 0.7730 -0.5281 -0.62
C 1.1919 -0.4029 -2.4329 -1.13
C -1.2852 -4.5145 -1.5977 -1.13
O 0.7336 -3.0869 -2.8007 -0.66
O -2.9645 -2.8962 -0.1243 -0.63
C 1.2321 0.6342 2.3952 0.54
F -2.3339 1.1980 2.7290 -0.39
F 2.3783 1.2874 2.7314 -0.32
N 0.1991 -1.1213 -1.6672 0.05
N -0.9661 -3.1472 -1.2038 0.17
H 1.9523 -0.0257 -1.7459 0.32
C -1.8207 -2.4695 -0.3368 0.01
C -1.2021 0.6382 2.3284 -0.19
F -2.2765 -1.4562 2.3607 -0.41
O 0.0183 2.6615 2.5296 -0.79
C 0.0860 -1.5064 1.9208 0.18
C 0.0469 -2.5128 -1.9643 0.82
C -0.0190 1.4272 2.3946 0.32
F 2.4049 -1.4011 2.4151 -0.34
H -2.2332 -4.5463 -2.1401 0.31
C -1.4080 -1.1087 0.2256 0.48
```

ΔE to the lowest compared entry with this formula, charge and spin	37.72	kJ/mol
total energy	-36645.45292	eV
SMILES	CN1C(=O)C([C@@]2(F)C(=O)C(F)=C(F)C([O-])=C2F)C(=O)N(C)C1=O
charge	-1
gap between HOMO and LUMO	6.2	eV
max |F|	3.00	eV/A
E_LUMO	2.55	eV

[6]
C12H7N2O5Pd as an isolated structure at a distorted geometry, computed with ωB97M-V/def2-TZVPD.

XYZ file:
```
27
Properties=species:S:1:pos:R:3:mulliken_spin:R:1
O -1.9345 2.4922 -1.8975 -0.01
N -2.7558 1.1360 3.0061 0.13
H -3.0666 0.1833 1.0925 0.01
C -0.5366 1.3943 2.7746 0.22
C 0.8072 -0.6135 -1.8259 0.17
C 0.7982 1.7543 3.0599 0.28
C -1.4016 2.2909 4.8359 0.21
C -0.0743 2.6804 5.1213 0.28
C -2.0021 -2.7548 0.6044 0.01
O 1.8849 -1.5414 1.7687 -0.01
H 1.5912 1.5371 2.3470 0.03
H 2.0125 2.7406 4.5663 0.00
C -1.1351 1.8700 -1.2848 0.11
C 1.6116 2.1224 -0.0897 0.03
C 1.0089 2.4213 4.2745 0.33
C -2.3618 0.6429 1.8017 0.14
Pd 0.4352 0.6182 -0.1415 0.98
O 1.2688 -0.9908 -2.7712 -0.02
H -0.8144 -0.2651 -0.2010 0.55
O -2.4367 -3.4713 -0.1736 0.01
N -1.0574 0.8396 1.6273 0.16
H 0.1033 3.2095 6.0485 0.01
H -3.7052 1.1548 3.3806 -0.01
H -2.2609 2.4705 5.4652 0.00
O 1.7404 3.1996 -0.4886 0.02
C -1.6020 1.6261 3.6404 0.21
C 1.2378 -1.0018 0.9811 0.18
```

total energy	-29215.00872	eV
charge	+3
multiplicity	5
gap between HOMO and LUMO (alpha / beta)	4.0 / 4.6	eV
max |F|	7.77	eV/A
E_LUMO (alpha / beta)	-12.89 / -16.84	eV